Entry 1:
ORCA calculation (ωB97M-V with the def2-TZVPD basis set) on a cluster of 2 separate species, C2H10N4 in total at a distorted geometry.

The relative energy (zero: lowest compared OMol25 entry of this formula, charge and spin) is 70.7 kJ/mol. The calculated total energy is -301.20123 Ha.

```
! wB97M-V def2-TZVPD RIJCOSX def2/J DEFGRID3
* xyz 0 1
H -0.807 -0.603 -2.467
N 0.100 -0.920 -2.151
C 0.517 -1.947 -2.761
N 1.589 -2.665 -2.310
H 0.188 -2.252 -3.761
H 2.196 -2.994 -3.043
H 2.033 -2.227 -1.516
N 0.253 1.089 1.087
C -0.270 1.658 2.311
N -1.727 1.417 2.501
H 0.188 1.796 0.369
H -0.224 0.250 0.794
H -0.052 2.730 2.324
H 0.198 1.155 3.162
H -2.250 2.103 1.973
H -1.933 1.411 3.487
*
```


Entry 2:
ORCA calculation (ωB97M-V with the def2-TZVPD basis set) on a cluster of 5 separate species, C15H24FNO13 in total.

The calculated total energy is -1718.74732 Ha.

```
! wB97M-V def2-TZVPD RIJCOSX def2/J DEFGRID3
* xyz 0 1
C -2.564 1.761 -5.140
O -1.176 1.575 -4.946
C -0.819 1.426 -3.594
C -1.172 0.041 -3.028
N -2.184 -0.029 -2.050
F 0.022 -0.447 -2.408
H -2.718 1.876 -6.213
H -3.164 0.914 -4.778
H -2.910 2.664 -4.615
H 0.261 1.564 -3.529
H -1.305 2.197 -2.973
H -1.396 -0.656 -3.841
H -2.364 0.816 -1.529
H -3.044 -0.473 -2.331
O 5.476 -2.280 0.588
C 4.403 -1.845 0.313
O 3.519 -1.378 1.234
C 2.426 -0.762 0.543
C 2.488 -1.433 -0.818
O 3.887 -1.748 -0.924
H 1.507 -0.947 1.093
H 2.612 0.312 0.477
H 1.920 -2.362 -0.854
H 2.188 -0.783 -1.631
O -0.503 -2.295 2.245
C 0.413 -2.881 2.739
O 0.733 -2.837 4.048
C 1.757 -3.810 4.303
C 2.385 -3.978 2.929
O 1.282 -3.656 2.062
H 2.432 -3.421 5.059
H 1.281 -4.725 4.659
H 3.185 -3.264 2.745
H 2.722 -4.987 2.710
O -3.299 2.144 -0.157
C -3.239 1.361 0.746
O -4.192 0.474 1.068
C -3.639 -0.473 2.000
C -2.493 0.314 2.614
O -2.165 1.229 1.555
H -4.412 -0.767 2.703
H -3.288 -1.339 1.438
H -2.808 0.894 3.482
H -1.616 -0.281 2.852
O 2.768 4.062 -1.876
C 1.964 3.697 -1.083
O 2.103 3.792 0.264
C 0.855 3.455 0.879
C 0.189 2.602 -0.187
O 0.782 3.115 -1.385
H 1.050 2.937 1.814
H 0.303 4.376 1.072
H 0.445 1.543 -0.100
H -0.889 2.714 -0.246
*
```


no.,E_HOMO (eV)
1,-8.8550
2,-9.6157